The molecule C3H4S2. Source: the Open Molecules 2025 dataset; level of theory: the ωB97M-V functional and the def2-TZVPD basis.

Values from the calculation:
**Calculated total energy**: -912.9659 hartree
**Orbital gap**: 0.338 hartree
**ΔE to the lowest compared entry with this formula, charge and spin**: 2.573 eV
**HOMO**: -9.1 eV

Last column: Mulliken charge in e.
Positions of all 9 atoms, in Å:
C  -0.116  -0.051  -0.406  -0.159
C  -2.559  -0.077  0.122  -0.214
C  1.182  -0.034  0.316  -0.870
S  -1.399  -1.344  0.017  0.014
S  -1.332  1.264  -0.020  -0.018
H  -0.273  0.062  -1.542  0.415
H  1.132  -0.480  1.316  0.293
H  1.346  1.141  0.433  0.247
H  2.019  -0.480  -0.235  0.292